No. 1
49
Properties=species:S:1:pos:R:3:lowdin_spin:R:1 method="wB97M-V/def2-TZVPD" e_lumo_ev="-7.51 / -8.75" spin_multiplicity=5 charge=+2
C 0.16539 0.56890 -5.79568 0.006
C 1.53929 1.06838 -5.70486 0.004
C -0.08045 -0.85311 -6.04583 0.003
C -0.95863 1.50600 -5.73646 0.004
Cl 0.04724 0.14845 -2.40859 0.236
H -0.10973 -1.09672 -7.12181 0.000
H -1.04350 -1.15732 -5.61205 0.000
H 0.71163 -1.46399 -5.59028 0.000
H 1.95539 1.34958 -6.68759 0.001
H 2.19823 0.30091 -5.27492 0.001
H 1.58093 1.95807 -5.06110 0.001
H -1.23140 1.90617 -6.72820 0.001
H -0.71022 2.36087 -5.09197 0.001
H -1.84911 1.01075 -5.32392 0.001
C 1.67707 -1.46937 1.81697 0.317
C 0.83130 -2.38372 1.12383 0.276
C 1.01928 -2.18721 -0.29214 0.211
H 0.23358 -3.15848 1.59972 0.006
C 1.92834 -1.06204 -0.44773 0.205
C 2.31138 -0.63196 0.86584 0.328
H 3.01026 0.17432 1.08647 0.010
H 1.85143 -1.48466 2.89020 0.007
H 0.64285 -2.80524 -1.09518 0.004
H 2.30011 -0.67605 -1.38718 0.003
C -2.04886 0.43819 1.21074 0.217
C -1.94523 -0.91913 1.65918 0.239
C -2.11316 -1.77464 0.53096 0.270
H -1.79641 -1.24817 2.68032 0.006
C -2.29724 -0.96673 -0.62953 0.220
C -2.23401 0.41793 -0.20898 0.191
H -2.33160 1.29067 -0.84555 0.006
H -1.99691 1.33610 1.81860 0.007
H -2.12400 -2.85755 0.57023 0.007
H -2.45983 -1.30482 -1.64469 0.004
Pd -0.21457 -0.39573 0.02793 1.176
C -0.22220 -0.64163 4.91840 0.000
P 0.26642 0.96933 4.25165 0.002
C -0.90243 2.23021 4.82997 0.001
C 1.86818 1.43829 4.94118 0.000
O 0.33703 0.93591 2.73909 0.029
H -1.29595 -0.79632 4.76373 0.000
H -0.01100 -0.76932 5.98539 0.000
H 0.32277 -1.41222 4.36168 0.000
H -0.84104 2.34777 5.91964 0.000
H -0.66191 3.18626 4.35020 0.000
H -1.93475 1.95734 4.56453 0.000
H 2.64379 0.71695 4.63665 0.000
H 2.14970 2.42503 4.55343 0.000
H 1.82259 1.47376 6.03771 0.000

No. 2
67
Properties=species:S:1:pos:R:3:mulliken_charge:R:1 method="wB97M-V/def2-TZVPD" e_lumo_ev=0.68 smiles="COc1ccc(N2CCN(C(=O)c3ccc(N4C(=O)N[C@@H]5C[C@@]4(C)Oc4ccccc45)cc3)CC2)cc1" spin_multiplicity=1 charge=0
C -4.04516 -4.90558 0.53435 -0.928
O -3.14153 -4.03285 -0.09196 -0.459
C -3.57041 -2.76826 -0.39783 0.925
C -2.65032 -1.93989 -1.03476 -1.030
C -2.97443 -0.63994 -1.35951 0.089
C -4.23400 -0.10920 -1.06507 0.386
N -4.61344 1.19009 -1.41171 0.034
C -5.42262 1.96711 -0.48803 -0.890
C -4.58496 3.10469 0.14398 -0.986
N -3.19578 2.69784 0.16374 0.111
C -2.75486 1.99716 1.24288 0.090
O -3.41632 1.90129 2.26089 -0.687
C -1.40898 1.36199 1.11826 0.447
C -0.25632 2.09439 0.85796 -0.579
C 0.96141 1.45226 0.73336 -0.057
C 1.03217 0.07111 0.86922 -0.502
N 2.26753 -0.61363 0.69061 0.678
C 2.33335 -1.46304 -0.39499 0.203
O 1.37893 -1.67572 -1.11317 -0.677
N 3.52699 -2.09874 -0.59219 -0.079
C 4.75307 -1.67437 0.05286 -0.351
C 4.40707 -1.40135 1.51002 -1.037
C 3.40718 -0.24430 1.50993 0.854
C 2.95540 0.08663 2.93189 -1.990
O 4.02366 0.94134 1.00717 -0.441
C 4.87361 0.82316 -0.05127 0.448
C 5.35027 2.00608 -0.61013 -0.585
C 6.22116 1.96436 -1.68017 -0.416
C 6.62937 0.74744 -2.20296 -0.714
C 6.16499 -0.42715 -1.64151 -0.759
C 5.29139 -0.40411 -0.56443 0.503
C -0.11074 -0.65969 1.16240 -0.297
C -1.32392 -0.01367 1.29652 -0.840
C -2.62631 2.63400 -1.16394 -0.466
C -3.68769 2.03552 -2.12314 -1.150
C -5.15938 -0.96417 -0.46582 -0.607
C -4.83624 -2.26559 -0.12684 -0.802
H -3.50240 -5.83837 0.68202 0.248
H -4.92398 -5.09622 -0.09158 0.356
H -4.37170 -4.52120 1.50716 0.356
H -1.66476 -2.31951 -1.25274 0.493
H -2.21302 -0.04903 -1.84080 0.261
H -5.78508 1.31776 0.30649 0.467
H -6.28371 2.38893 -1.02124 0.323
H -4.66385 4.03056 -0.43171 0.367
H -4.90402 3.28779 1.16998 0.423
H -0.31373 3.16785 0.74715 0.485
H 1.85754 2.01592 0.52189 0.532
H 3.59363 -2.57267 -1.47967 0.352
H 5.48495 -2.48372 -0.04197 0.657
H 3.95232 -2.27907 1.96795 0.453
H 5.29668 -1.11489 2.07129 0.421
H 2.35814 0.99304 2.93488 0.380
H 2.36336 -0.73173 3.33083 0.347
H 3.82958 0.24272 3.55794 0.488
H 5.02331 2.94331 -0.18826 0.446
H 6.58264 2.88647 -2.10945 0.399
H 7.30831 0.71502 -3.04091 0.384
H 6.48456 -1.38174 -2.03491 0.432
H -0.04843 -1.73125 1.26387 0.541
H -2.21772 -0.57223 1.52650 0.508
H -2.34992 3.64480 -1.48945 0.404
H -1.72876 2.01752 -1.14393 0.250
H -3.21245 1.47362 -2.92660 0.491
H -4.27547 2.83909 -2.57881 0.375
H -6.16347 -0.62173 -0.26704 0.504
H -5.59152 -2.87585 0.34366 0.419

No. 3
15
Properties=species:S:1:pos:R:3:mulliken_charge:R:1 method="wB97M-V/def2-TZVPD" e_lumo_ev=-1.23 smiles="C=C/C=C(/C=S)CF" spin_multiplicity=1 charge=0
C 1.78983 -2.09967 -0.13578 -0.779
C 1.22029 -0.88596 -0.00992 -0.099
C -0.17567 -0.73912 -0.12573 -0.133
C -0.73415 0.49832 0.06060 0.806
C -2.19088 0.60904 -0.06743 -0.609
S -3.32688 -0.56692 -0.20481 -0.261
C 0.02282 1.82222 0.29250 -0.571
F 1.05035 2.04044 -0.62947 -0.286
H 1.16431 -2.99215 -0.10889 0.247
H 2.87749 -2.22453 -0.21657 0.262
H 1.84832 -0.01146 0.13693 0.268
H -0.79821 -1.63114 -0.25447 0.291
H -2.53686 1.62110 -0.22195 0.236
H -0.64484 2.67474 0.16858 0.346
H 0.43406 1.88509 1.31641 0.282

No. 4
23
Properties=species:S:1:pos:R:3:mulliken_charge:R:1 method="wB97M-V/def2-TZVPD" e_lumo_ev=-3.74 spin_multiplicity=1 charge=+1
B -0.29251 0.49766 0.26382 0.417
C -2.47241 -1.56602 0.01073 -0.377
C -1.12885 -1.87837 -0.00078 -0.237
C -3.15266 -0.37731 0.03338 -0.628
C -0.03517 -1.07802 0.21326 0.483
C -1.57446 1.44325 -0.18871 0.319
C 1.34946 -1.58493 0.35746 -0.994
N -1.28787 2.64913 -0.49867 -0.251
N -2.81970 0.99536 -0.05013 -0.097
O 0.78818 1.28740 0.44581 -0.659
O 3.64266 0.91844 -0.42753 -0.651
H -3.11669 -2.34309 -0.05578 0.398
H -0.88775 -2.88324 -0.11955 0.416
H -4.14534 -0.58877 -0.05004 0.408
H 1.59662 -1.70219 1.47454 0.295
H 1.87428 -0.70995 0.04085 -0.004
H 1.51007 -2.45241 -0.19859 0.464
H -1.82692 3.49923 -0.68288 0.231
H -0.28250 2.77741 -0.51821 0.228
H -3.61819 1.60429 -0.31606 0.307
H 4.31682 1.61242 -0.51756 0.302
H 1.66074 0.97855 0.46170 0.314
H 4.17189 0.19344 -0.05561 0.316

No. 5
10
Properties=species:S:1:pos:R:3:mulliken_charge:R:1 method="wB97M-V/def2-TZVPD" e_lumo_ev=0.66 spin_multiplicity=1 charge=0
C 0.78179 -0.46418 -0.97083 -0.468
C 0.58556 -1.55893 -0.19242 -0.123
C -1.10788 0.14713 -0.07715 0.417
N -0.18318 0.48195 -0.89776 -0.401
S -0.88194 -1.41534 0.69500 -0.105
Cl -2.48606 1.08172 0.23191 -0.121
H 1.61898 -0.29411 -1.62092 0.406
H 1.19718 -2.43056 -0.09386 0.383
H 0.51484 2.50020 1.44368 0.209
H -0.03927 1.95212 1.48236 -0.197

No. 6
17
Properties=species:S:1:pos:R:3:mulliken_charge:R:1 method="wB97M-V/def2-TZVPD" e_lumo_ev=-0.30 spin_multiplicity=1 charge=0
C 0.13040 2.93642 0.65714 -1.240
C 0.58433 1.52709 0.42631 1.150
O 1.41699 0.97697 1.17048 -0.732
C -0.01201 0.75211 -0.61168 -1.086
C 0.30758 -0.59731 -0.55017 0.857
O 1.53116 -1.07328 -0.41991 -0.462
C -0.73916 -1.63492 -0.87056 0.413
C -0.77076 -2.78584 0.09224 -1.173
O -1.42097 -1.53552 -1.86083 -0.526
H -0.84096 2.93398 1.14725 0.312
H 0.84065 3.45939 1.29304 0.334
H 0.04379 3.47011 -0.28638 0.351
H -0.87811 1.08918 -1.15665 0.388
H 2.08269 -0.34323 -0.04012 0.407
H 0.19512 -3.28890 0.09145 0.331
H -0.92124 -2.40293 1.10471 0.346
H -1.54950 -3.48335 -0.18630 0.330

What are the max |F| values for these records? In order: 1.48 0.75 2.39 4.40 1.36 2.67 eV/Å.